ORCA calculation (ωB97M-V/def2-TZVPD) on 8 unconnected molecules or ions with the total composition C20H40Br8O12.

Structure (XYZ):
```
80
Properties=species:S:1:pos:R:3:lowdin_charge:R:1
Br -1.90498 1.92480 3.84584 0.660
C -2.18920 1.84091 1.86220 -0.655
C -1.57978 3.03939 1.22056 -0.712
Br -2.04798 2.93011 -0.64829 0.719
H -3.24354 1.81735 1.63857 0.033
H -1.66191 0.94900 1.51360 0.022
H -0.46542 3.10774 1.23048 0.020
H -1.85354 4.02466 1.65337 0.071
Br -3.84800 -2.44682 4.19218 0.657
C -3.86852 -0.78690 5.26984 -0.676
C -2.70801 -0.81861 6.22691 -0.706
Br -2.91483 0.62785 7.55548 0.601
H -4.81545 -0.91965 5.79601 0.050
H -3.90818 0.03765 4.60734 -0.022
H -1.71610 -0.76823 5.76469 0.036
H -2.70241 -1.80071 6.71925 0.053
Br 1.83985 1.64029 2.25457 0.787
C 3.41600 0.58320 2.47364 -0.691
C 4.64679 1.44386 2.18125 -0.680
Br 6.25283 0.33250 2.37575 0.633
H 3.46496 -0.23685 1.77725 0.040
H 3.46800 0.20991 3.49719 0.065
H 4.82315 2.29173 2.86765 0.056
H 4.71792 1.85227 1.16677 0.042
Br 1.60411 -1.22161 -7.18603 0.677
C 2.48503 -1.62038 -5.50900 -0.731
C 1.98669 -2.82148 -4.76865 -0.629
Br 3.03727 -2.97283 -3.11741 0.721
H 2.47590 -0.73582 -4.91217 0.007
H 3.54528 -1.65205 -5.80367 0.063
H 2.15942 -3.72103 -5.35205 0.057
H 0.93196 -2.76012 -4.52352 0.057
C 0.45866 1.83473 -5.57660 -0.073
O 0.48521 0.67292 -4.77113 -0.062
C -0.63198 0.56689 -4.06399 -0.703
O -1.49030 1.39706 -4.11906 0.120
O -0.59130 -0.39715 -3.26305 0.016
C -1.71718 -0.53716 -2.39733 -0.025
H 1.49072 1.89307 -5.95524 0.090
H 0.26878 2.71629 -4.98861 0.095
H -0.21077 1.73380 -6.46233 0.114
H -1.63808 -1.49357 -1.86379 0.107
H -2.58910 -0.55256 -3.05007 0.108
H -1.75581 0.31108 -1.73272 0.028
C 3.73717 1.42880 -3.21589 0.020
O 4.67572 0.27655 -3.16030 -0.036
C 5.14138 -0.14720 -1.95539 -0.633
O 4.79650 0.15666 -0.86364 0.118
O 6.13032 -1.01038 -2.28859 -0.034
C 6.98670 -1.42578 -1.12732 0.009
H 4.10838 1.97086 -4.03075 0.077
H 3.80879 2.05449 -2.34221 0.094
H 2.73818 1.08848 -3.35744 0.061
H 7.07689 -0.61812 -0.43428 0.038
H 7.89549 -1.81479 -1.60593 0.096
H 6.52730 -2.29593 -0.65262 0.092
C -0.36851 -1.83921 3.16440 -0.026
O 0.79281 -1.52909 2.35367 -0.009
C 0.45986 -1.02526 1.17920 -0.699
O -0.62819 -0.69047 0.82357 0.090
O 1.52971 -0.96594 0.38863 -0.036
C 1.37259 -0.61192 -0.97660 -0.044
H -0.83627 -0.93963 3.52830 0.042
H 0.05894 -2.34716 4.00298 0.096
H -1.08108 -2.33171 2.49047 0.089
H 2.27916 -0.56678 -1.47911 0.025
H 0.84239 0.36848 -0.99194 0.116
H 0.73143 -1.33362 -1.45965 0.073
C -4.40336 -0.61364 0.40339 0.006
O -4.58897 -0.04076 1.73177 -0.041
C -5.84054 0.09430 2.05888 -0.612
O -6.80173 -0.36727 1.44368 0.091
O -5.95212 0.87566 3.15542 -0.039
C -7.22627 1.14806 3.72238 -0.032
H -4.19739 -1.66480 0.44816 0.093
H -3.51694 -0.08829 0.00551 0.072
H -5.24824 -0.37718 -0.26995 0.111
H -7.99001 1.13187 2.94975 0.093
H -7.10704 2.12354 4.21033 0.099
H -7.40923 0.41161 4.52545 0.101
```

As for the spin multiplicity: 1. The HOMO energy is -10.108 eV. As for the SMILES: COC(=O)OC.COC(=O)OC.COC(=O)OC.COC(=O)OC.BrCCBr.BrCCBr.BrCCBr.BrCCBr. The calculation puts the LUMO energy at 0.4 eV. The max |F| is 0.08196 Eh/bohr. The energy above the lowest of the compared OMol25 structures with the same formula, charge and spin is 0.0 kcal per mole. The net charge is 0. The calculation puts the frontier orbital gap at 10.5002 eV.